135
Properties=species:S:1:pos:R:3:lowdin_charge:R:1 method="wB97M-V/def2-TZVPD" smiles="COCCCC[C@H](CCCCCCOC(C)=O)O[C@@H](CCCC(=O)O)[C@@H](N(Cl)CC(=O)c1ccccc1)N(C(=O)F)C(=O)F.COCCNCCOC.COCCNCCOC" total_charge=0 e_homo_ev=-8.6 gap_ev=8.842 total_energy_ev=-95269.9396 lumo_energy_ev=0.3
C 6.726 0.381 0.314 -0.10
O 6.218 1.234 -0.689 -0.21
C 6.140 0.640 -1.978 -0.22
C 4.705 0.553 -2.442 -0.17
C 3.859 -0.404 -1.601 -0.19
C 2.525 -0.719 -2.266 -0.12
C 1.531 -1.366 -1.291 -0.33
C 1.582 -2.892 -1.391 -0.12
C 1.320 -3.696 -0.114 -0.19
C 2.349 -3.423 0.984 -0.20
C 3.640 -4.226 0.809 -0.19
C 4.800 -3.558 1.539 -0.18
C 6.071 -4.410 1.586 -0.17
O 6.185 -5.354 0.516 0.00
C 6.654 -4.982 -0.692 -0.53
C 6.927 -3.523 -0.948 0.02
O 6.813 -5.819 -1.532 0.12
O 0.259 -0.781 -1.557 -0.07
C -0.616 -0.762 -0.444 -0.27
C -0.121 0.298 0.543 -0.11
C -0.285 -0.007 2.032 -0.15
C 0.907 0.555 2.839 -0.09
C 0.434 0.977 4.205 -0.51
O 0.102 0.214 5.060 0.14
O 0.425 2.342 4.401 0.07
C -2.032 -0.479 -0.970 -0.27
N -2.712 -1.711 -1.377 -0.39
Cl -4.213 -1.275 -2.167 0.79
C -1.913 -2.545 -2.278 -0.16
C -2.724 -3.742 -2.753 -0.39
O -3.160 -3.807 -3.870 0.12
C -2.897 -4.828 -1.739 -0.17
C -4.133 -5.068 -1.163 -0.02
C -4.255 -6.056 -0.208 -0.07
C -3.158 -6.802 0.166 -0.08
C -1.927 -6.574 -0.419 -0.07
C -1.796 -5.577 -1.367 -0.04
N -2.838 0.176 0.083 0.10
C -3.520 1.340 -0.299 -0.51
O -3.654 1.796 -1.377 0.18
F -3.958 1.967 0.814 0.13
C -3.479 -0.721 0.957 -0.49
O -2.963 -1.624 1.518 0.20
F -4.785 -0.435 1.086 0.14
H 6.147 -0.544 0.380 0.07
H 6.651 0.915 1.258 0.09
H 7.774 0.135 0.119 0.09
H 6.715 1.254 -2.674 0.12
H 6.585 -0.360 -1.976 0.11
H 4.240 1.539 -2.448 0.12
H 4.687 0.188 -3.473 0.12
H 3.700 0.017 -0.608 0.10
H 4.432 -1.336 -1.527 0.10
H 2.067 0.200 -2.632 0.13
H 2.662 -1.369 -3.131 0.12
H 1.872 -1.090 -0.292 0.11
H 2.605 -3.134 -1.695 0.11
H 0.956 -3.240 -2.214 0.12
H 0.308 -3.575 0.273 0.10
H 1.403 -4.753 -0.382 0.11
H 2.604 -2.364 1.062 0.10
H 1.910 -3.690 1.947 0.12
H 3.498 -5.213 1.252 0.13
H 3.885 -4.374 -0.242 0.11
H 5.019 -2.589 1.083 0.09
H 4.510 -3.359 2.572 0.12
H 6.966 -3.793 1.652 0.12
H 6.059 -5.021 2.485 0.13
H 7.336 -3.447 -1.949 0.09
H 7.669 -3.130 -0.254 0.09
H 6.017 -2.934 -0.864 0.06
H -0.655 -1.716 0.089 0.13
H -0.551 1.275 0.313 0.13
H 0.946 0.419 0.368 0.10
H -1.211 0.417 2.425 0.11
H -0.375 -1.078 2.208 0.12
H 1.646 -0.226 3.008 0.13
H 1.341 1.413 2.334 0.10
H -0.481 2.655 4.496 0.12
H -1.928 0.200 -1.818 0.16
H -1.525 -1.994 -3.136 0.14
H -1.111 -2.946 -1.665 0.10
H -4.980 -4.467 -1.462 0.12
H -5.214 -6.233 0.257 0.11
H -3.252 -7.568 0.921 0.10
H -1.061 -7.154 -0.139 0.11
H -0.832 -5.379 -1.820 0.11
C 7.028 5.067 0.785 -0.11
O 6.043 5.253 1.781 -0.20
C 5.280 6.446 1.645 -0.22
C 3.847 6.135 1.278 -0.22
N 3.756 5.614 -0.079 -0.05
C 2.450 5.085 -0.448 -0.20
C 1.926 3.878 0.320 -0.23
O 2.670 2.693 0.105 -0.20
C 3.806 2.526 0.937 -0.10
H 7.628 4.208 1.081 0.09
H 6.593 4.865 -0.200 0.08
H 7.684 5.940 0.707 0.09
H 5.733 7.114 0.907 0.12
H 5.292 6.954 2.614 0.12
H 3.254 7.053 1.345 0.12
H 3.461 5.432 2.030 0.11
H 4.446 4.883 -0.194 0.07
H 2.500 4.805 -1.504 0.12
H 1.712 5.890 -0.369 0.12
H 0.917 3.670 -0.049 0.12
H 1.833 4.074 1.396 0.11
H 3.656 2.978 1.921 0.09
H 4.711 2.938 0.484 0.07
H 3.965 1.454 1.063 0.07
C -11.149 4.282 0.554 -0.12
O -10.447 4.067 -0.653 -0.19
C -9.102 4.531 -0.645 -0.22
C -8.124 3.378 -0.692 -0.21
N -8.136 2.623 0.553 -0.04
C -7.375 1.379 0.515 -0.20
C -7.829 0.286 -0.445 -0.22
O -9.076 -0.296 -0.117 -0.17
C -10.216 0.375 -0.617 -0.10
H -12.190 4.019 0.372 0.09
H -10.769 3.660 1.372 0.08
H -11.102 5.331 0.860 0.09
H -8.916 5.161 0.229 0.12
H -8.964 5.144 -1.540 0.12
H -7.117 3.776 -0.854 0.12
H -8.383 2.763 -1.565 0.11
H -9.095 2.412 0.798 0.07
H -7.393 0.958 1.524 0.12
H -6.335 1.623 0.293 0.09
H -7.099 -0.525 -0.382 0.11
H -7.832 0.625 -1.489 0.11
H -10.011 0.864 -1.573 0.09
H -10.598 1.120 0.088 0.07
H -10.997 -0.371 -0.767 0.09